i.
20
Properties=species:S:1:pos:R:3:lowdin_charge:R:1 method="wB97M-V/def2-TZVPD" smiles=CCSC.CC gap_ev=9.3
C 0.782 0.917 -1.023 -0.578
C -0.420 -0.042 -1.366 -0.138
C -0.753 1.712 1.370 -0.399
S 0.410 2.276 0.074 0.776
H 1.627 0.341 -0.655 0.049
H 1.179 1.375 -1.937 0.059
H 0.031 -1.016 -1.267 0.039
H -0.614 0.149 -2.431 0.071
H -1.270 0.799 1.060 0.014
H -0.205 1.396 2.249 0.022
H -1.492 2.495 1.528 0.030
H -1.290 0.293 -0.821 0.044
C -0.239 -2.500 0.811 -0.184
C -0.085 -3.773 -0.013 -0.172
H -0.151 -2.558 1.903 0.070
H 0.524 -1.750 0.607 0.044
H -1.228 -2.197 0.455 0.063
H 0.907 -3.789 -0.508 0.067
H -0.103 -4.678 0.610 0.066
H -0.769 -3.828 -0.851 0.058

=====

ii.
20
Properties=species:S:1:pos:R:3:lowdin_charge:R:1 method="wB97M-V/def2-TZVPD" smiles=CCC.CSC gap_ev=9.6
C 3.440 2.191 1.215 -0.337
S 2.454 0.811 0.315 0.675
C 1.253 1.962 -0.393 -0.469
H 2.813 2.431 2.064 0.021
H 3.372 2.912 0.412 -0.001
H 4.434 1.831 1.463 0.025
H 0.461 2.300 0.270 0.036
H 1.771 2.799 -0.886 0.035
H 0.772 1.324 -1.148 0.010
C -0.870 -2.362 -0.100 -0.139
C -1.678 -1.032 -0.137 -0.299
C -3.083 -1.354 -0.698 -0.127
H -1.378 -3.151 0.465 0.068
H 0.067 -2.133 0.399 0.057
H -0.745 -2.820 -1.079 0.065
H -1.089 -0.376 -0.780 0.084
H -1.725 -0.842 0.924 0.092
H -3.710 -0.468 -0.775 0.060
H -2.987 -2.006 -1.578 0.071
H -3.572 -2.014 0.048 0.073

=====

Preferred: ii; penalty for the next structure: 0.0100 hartree.

=====

i.
13
Properties=species:S:1:pos:R:3:lowdin_charge:R:1 method="wB97M-V/def2-TZVPD" gap_ev=6.4
C 1.698 0.853 -0.391 -0.249
C -1.581 0.059 -0.016 -0.105
C -1.197 0.399 1.218 -0.341
C -0.463 -0.221 -1.024 -0.204
C 0.843 -0.257 -0.327 -0.569
N 2.391 1.763 -0.492 0.214
O 0.018 0.474 1.619 -0.075
S 1.457 -1.781 0.200 0.952
H -2.602 0.005 -0.346 0.086
H -1.955 0.627 1.974 0.125
H -0.663 -1.187 -1.493 0.113
H -0.461 0.568 -1.787 0.128
H 2.514 -1.303 0.865 -0.075

=====

ii.
13
Properties=species:S:1:pos:R:3:lowdin_charge:R:1 method="wB97M-V/def2-TZVPD" gap_ev=8.1
C -0.572 -0.542 0.767 -0.144
C -1.535 -0.473 1.642 0.032
C 0.505 0.622 -1.170 -0.757
C 1.550 -0.393 -1.189 -0.162
C 2.363 -1.244 -1.116 0.127
H -0.566 2.520 -0.154 0.223
H 0.143 -1.372 0.607 0.124
H -2.319 0.281 1.919 0.096
H -1.598 -1.407 2.137 0.043
H 3.133 -1.998 -1.342 0.065
N -0.413 0.504 -0.139 -0.264
O -1.349 1.456 -0.015 -0.127
S 0.658 2.047 -1.946 0.744

=====

iii.
13
Properties=species:S:1:pos:R:3:lowdin_charge:R:1 method="wB97M-V/def2-TZVPD" gap_ev=9.1
C 0.277 -0.827 1.049 -0.427
C 1.029 1.159 -0.868 -0.390
C 0.789 -1.438 -1.312 0.087
C -0.859 0.095 0.311 -0.175
C -0.401 0.670 -0.942 -0.376
N 0.818 -1.377 -0.140 -0.035
O 1.092 0.082 1.621 -0.391
S 1.984 0.988 0.375 1.057
H -0.112 -1.493 1.855 0.169
H -1.981 -0.308 0.142 0.158
H -1.117 0.938 1.000 0.120
H -1.075 1.529 -1.335 0.158
H -0.445 -0.017 -1.756 0.045

=====

Preferred: i; penalty for the next structure: 0.0825 hartree.

=====

i.
11
Properties=species:S:1:pos:R:3:lowdin_charge:R:1 method="wB97M-V/def2-TZVPD" gap_ev=8.1
C 1.309 -0.482 0.152 -0.099
C -0.060 -0.595 -0.465 -0.492
N -0.977 0.318 0.152 -0.952
S -0.754 2.032 -0.120 0.609
I -3.035 -0.305 0.014 0.676
H 1.164 -0.835 1.085 0.038
H 1.985 -1.185 -0.297 0.080
H 1.553 0.535 0.004 0.038
H -0.050 -0.339 -1.495 0.077
H -0.470 -1.696 -0.233 0.126
H -0.664 2.552 1.204 -0.099

=====

ii.
11
Properties=species:S:1:pos:R:3:lowdin_charge:R:1 method="wB97M-V/def2-TZVPD" gap_ev="6.5 / 7.9"
C 0.784 -1.888 0.077 -0.260
C -0.246 2.009 -0.252 -0.420
N 0.903 -0.453 -0.219 -0.240
S -0.368 0.571 0.804 0.473
I -2.871 -0.063 0.362 0.197
H 1.789 -2.280 -0.130 0.080
H -0.017 -2.461 -0.333 0.059
H 0.693 -2.008 1.122 0.036
H 0.736 2.013 -0.454 -0.029
H -0.593 2.925 0.207 0.049
H -0.809 1.635 -1.185 0.054

=====

iii.
11
Properties=species:S:1:pos:R:3:lowdin_charge:R:1 method="wB97M-V/def2-TZVPD" gap_ev="7.1 / 7.1"
C -0.028 0.952 1.167 -0.193
C -0.707 0.332 -0.002 -0.072
N 0.737 -1.050 -0.764 -1.105
S 0.235 -1.584 -2.237 0.501
I 2.703 -0.397 -0.563 0.648
H 0.350 1.942 0.947 0.075
H -0.837 1.085 1.861 0.068
H 0.540 0.184 1.676 0.057
H -1.413 -0.390 0.220 0.046
H -0.788 1.074 -0.798 0.083
H -0.793 -2.148 -1.507 -0.109

=====

Preferred: i; penalty for the next structure: 0.0390 hartree.

=====

i.
30
Properties=species:S:1:pos:R:3:lowdin_charge:R:1 method="wB97M-V/def2-TZVPD" smiles=Cc1c[nH]c2ccccc12.CCC gap_ev=8.7
C -2.988 -0.834 -0.143 -0.326
C -3.799 -0.792 -1.433 -0.114
C -3.798 -1.388 1.022 -0.137
H -2.076 -1.427 -0.206 0.072
H -2.617 0.162 0.129 0.102
H -4.458 -1.666 -1.460 0.069
H -4.746 -0.872 1.193 0.071
H -4.042 -2.436 0.833 0.068
H -3.161 -0.867 -2.307 0.061
H -4.425 0.091 -1.482 0.068
H -3.258 -1.353 1.970 0.063
C 3.696 2.665 0.898 -0.051
C 1.449 -0.291 0.496 -0.214
C 2.079 0.850 -0.034 -0.140
C 2.839 1.442 1.024 -0.233
C 2.658 0.659 2.123 -0.061
C 0.776 -1.222 -0.299 -0.041
C 0.690 -0.979 -1.653 -0.099
C 1.212 0.220 -2.174 -0.105
C 1.913 1.116 -1.405 -0.026
N 1.816 -0.379 1.813 0.067
H 0.311 -2.069 0.186 0.104
H 0.259 -1.741 -2.294 0.101
H 1.511 -1.064 2.489 0.154
H 1.086 0.395 -3.230 0.094
H 3.029 0.760 3.126 0.120
H 2.276 2.043 -1.836 0.109
H 3.070 3.556 0.875 0.077
H 4.348 2.668 0.020 0.078
H 4.352 2.756 1.757 0.069

=====

ii.
30
Properties=species:S:1:pos:R:3:lowdin_charge:R:1 method="wB97M-V/def2-TZVPD" smiles=Cc1c[nH]c2ccccc12.CCC gap_ev=8.8
C 0.426 2.446 1.602 -0.035
C 0.343 1.061 -1.870 -0.220
C 0.830 1.038 -0.556 -0.151
C 0.077 2.004 0.201 -0.236
C -0.802 2.575 -0.662 -0.059
C 0.991 0.328 -2.883 -0.026
C 2.074 -0.425 -2.499 -0.107
C 1.904 0.204 -0.209 -0.040
C 2.591 -0.478 -1.179 -0.086
N -0.576 2.079 -1.940 0.068
H -1.241 2.127 -2.693 0.146
H 0.622 0.414 -3.892 0.103
H -1.616 3.270 -0.560 0.118
H 2.454 -1.069 -3.280 0.095
H 2.133 0.107 0.839 0.102
H -0.457 2.731 2.160 0.074
H 1.109 3.283 1.433 0.083
H 3.515 -1.035 -1.089 0.099
H 1.043 1.714 2.125 0.065
C -1.809 -2.395 1.633 -0.322
C -2.229 -1.336 0.644 -0.130
C -0.284 -2.483 1.859 -0.114
H -2.267 -2.230 2.609 0.097
H -2.117 -3.367 1.260 0.091
H -1.693 -1.422 -0.303 0.071
H 0.239 -2.180 0.946 0.058
H -1.974 -0.344 1.034 0.066
H -3.301 -1.336 0.460 0.065
H 0.039 -1.793 2.642 0.065
H -0.025 -3.489 2.169 0.061

=====

iii.
30
Properties=species:S:1:pos:R:3:lowdin_charge:R:1 method="wB97M-V/def2-TZVPD" smiles=CCc1c[nH]c2ccccc12.CC gap_ev=8.6
C -1.087 0.351 -3.784 -0.178
C 0.273 0.858 -4.027 -0.192
H -1.405 1.012 -2.849 0.116
H -1.742 0.350 -4.697 0.084
H -1.144 -0.645 -3.608 0.011
H 0.522 0.705 -5.122 0.093
H 0.243 1.931 -3.864 0.067
H 1.008 0.471 -3.438 -0.007
C 0.015 2.279 1.854 -0.197
C -0.815 3.014 0.734 -0.095
C -0.212 0.758 1.776 -0.171
C -0.491 0.006 3.027 0.042
C 0.146 -0.097 0.699 -0.128
C -0.015 -1.517 1.243 -0.146
C 0.886 0.124 -0.432 -0.025
C 0.152 -2.568 0.340 -0.032
C 1.210 -1.016 -1.196 -0.099
C 0.746 -2.270 -0.894 -0.094
N -0.298 -1.416 2.653 0.046
H 1.110 2.524 1.817 0.119
H -0.320 2.741 2.755 0.082
H -0.702 4.088 0.721 0.058
H -0.577 0.302 4.003 0.067
H -0.952 -2.074 2.979 0.104
H 1.231 0.987 -0.911 0.094
H -0.210 -3.544 0.670 0.108
H 1.685 -0.876 -2.120 0.073
H 0.786 -3.040 -1.578 0.077
H -1.834 2.688 0.909 0.072
H -0.470 2.755 -0.275 0.053

=====

iv.
30
Properties=species:S:1:pos:R:3:lowdin_charge:R:1 method="wB97M-V/def2-TZVPD" smiles=CCc1c[nH]c2ccccc12.CC gap_ev=8.8
C 0.981 0.527 -2.924 -0.164
C 1.660 1.119 -4.233 -0.156
H 1.283 1.267 -2.192 0.062
H -0.066 0.466 -3.186 0.055
H 1.418 -0.461 -2.804 0.059
H 2.589 1.628 -3.987 0.055
H 1.814 0.327 -4.961 0.055
H 0.960 1.862 -4.609 0.054
C -1.523 0.368 -0.506 -0.191
C -2.597 1.468 -0.465 -0.095
C -1.320 -0.248 0.863 -0.176
C -2.115 -0.095 1.959 -0.040
C -0.060 -0.764 1.311 -0.137
C -0.211 -1.075 2.669 -0.224
C 1.174 -0.989 0.681 -0.017
C 0.874 -1.483 3.462 -0.027
C 2.236 -1.362 1.468 -0.100
C 2.094 -1.642 2.840 -0.098
N -1.460 -0.665 3.050 0.067
H -1.790 -0.450 -1.176 0.113
H -0.623 0.868 -0.834 0.075
H -2.073 2.350 -0.150 0.069
H -3.070 0.363 2.147 0.112
H -1.675 -0.544 4.022 0.145
H 1.264 -0.692 -0.356 0.087
H 0.587 -1.728 4.480 0.107
H 3.197 -1.560 1.009 0.096
H 2.919 -1.875 3.501 0.097
H -3.347 1.387 0.320 0.051
H -3.118 1.634 -1.399 0.068

=====

Preferred: i; penalty for the next structure: 0.0113 hartree.

=====

i.
30
Properties=species:S:1:pos:R:3:lowdin_charge:R:1 method="wB97M-V/def2-TZVPD" smiles=Cc1c[nH]c2ccccc12.CCC gap_ev=8.7
C -2.781 -1.106 1.806 -0.365
C -2.483 0.316 2.007 -0.152
C -4.267 -1.313 1.568 -0.141
H -2.235 -1.653 0.998 0.111
H -2.664 -1.690 2.753 0.108
H -1.772 0.420 2.871 0.072
H -4.825 -0.750 2.336 0.072
H -4.552 -0.978 0.673 0.024
H -3.542 0.843 2.398 0.128
H -2.097 0.964 1.230 0.057
H -4.459 -2.381 1.821 0.086
C 2.903 2.842 -0.641 -0.055
C 1.792 -0.626 -0.597 -0.194
C 2.007 0.593 -1.269 -0.156
C 2.650 1.461 -0.343 -0.309
C 2.929 0.753 0.744 -0.068
C 0.888 -1.746 -1.106 0.005
C 0.260 -1.529 -2.346 -0.109
C 0.602 -0.331 -3.054 -0.110
C 1.418 0.682 -2.541 -0.043
N 2.493 -0.538 0.541 0.046
H 0.682 -2.659 -0.494 0.100
H -0.313 -2.310 -2.815 0.087
H 2.299 -1.259 1.283 0.181
H 0.205 -0.114 -4.075 0.102
H 3.606 1.074 1.519 0.127
H 1.788 1.493 -3.189 0.108
H 4.092 2.973 -0.460 0.127
H 2.580 3.576 0.110 0.083
H 2.794 2.992 -1.727 0.076

=====

ii.
30
Properties=species:S:1:pos:R:3:lowdin_charge:R:1 method="wB97M-V/def2-TZVPD" smiles=Cc1c[nH]c2ccccc12.CCC gap_ev=8.8
C 2.637 1.875 -0.668 -0.056
C 0.098 1.804 -0.028 -0.132
C 1.377 2.466 -0.083 -0.211
C -0.609 2.384 1.060 -0.213
C 1.461 3.065 1.165 -0.082
C -1.818 0.311 -0.299 -0.099
C -2.591 1.081 0.608 -0.090
C -0.522 0.679 -0.624 -0.027
C -1.945 2.056 1.326 -0.047
N 0.270 3.120 1.856 0.100
H -2.285 -0.525 -0.808 0.079
H -3.584 0.722 0.817 0.095
H -0.015 0.116 -1.384 0.091
H -2.484 2.867 1.804 0.107
H 2.449 0.871 -1.059 0.071
H 3.371 1.791 0.138 0.072
H 2.412 3.561 1.384 0.127
H 0.065 3.475 2.770 0.149
H 3.022 2.558 -1.444 0.077
C 0.403 -3.048 -0.724 -0.314
C -0.689 -2.710 -1.666 -0.146
C 0.120 -3.641 0.676 -0.105
H 1.223 -3.642 -1.135 0.096
H 0.944 -2.090 -0.589 0.091
H -1.244 -1.788 -1.461 0.016
H -0.037 -2.962 1.531 0.074
H -1.512 -3.382 -1.929 0.075
H -0.349 -2.436 -2.685 0.083
H -0.898 -4.060 0.661 0.063
H 0.732 -4.517 0.788 0.055

=====

iii.
30
Properties=species:S:1:pos:R:3:lowdin_charge:R:1 method="wB97M-V/def2-TZVPD" smiles=CCc1c[nH]c2ccccc12.CC gap_ev=8.4
C 0.275 0.662 0.435 -0.220
C -0.620 0.942 1.683 -0.099
C -0.155 -0.602 -0.206 -0.233
C -1.177 -0.620 -1.202 -0.012
C 0.296 -1.920 -0.006 -0.129
C -0.683 -2.788 -0.748 -0.229
C 1.204 -2.523 0.845 -0.066
C -0.504 -4.142 -0.695 -0.064
C 1.460 -3.898 0.814 -0.117
C 0.646 -4.721 -0.029 -0.113
N -1.591 -1.954 -1.354 0.055
H 0.457 1.385 -0.439 0.127
H 1.319 0.575 0.803 0.103
H -1.068 0.109 2.433 0.131
H -1.650 0.186 -1.741 0.113
H -2.305 -2.291 -2.003 0.156
H 1.831 -1.866 1.455 0.107
H -1.200 -4.902 -1.427 0.160
H 2.481 -4.389 1.158 0.133
H 0.802 -5.837 -0.082 0.101
H -1.321 1.715 1.338 0.061
H 0.051 1.236 2.477 0.040
C 0.751 4.531 0.091 -0.196
C -0.249 4.464 -0.995 -0.226
H 1.797 4.155 -0.192 0.098
H 0.720 5.362 0.871 0.095
H 0.356 3.740 0.689 0.014
H -1.365 4.283 -0.686 0.095
H -0.203 3.669 -1.718 0.041
H -0.353 5.438 -1.571 0.073

=====

iv.
30
Properties=species:S:1:pos:R:3:lowdin_charge:R:1 method="wB97M-V/def2-TZVPD" smiles=Cc1c[nH]c2ccccc12.CCC gap_ev=8.8
C 3.340 -1.061 2.500 -0.047
C 1.945 0.568 1.072 -0.137
C 3.105 0.297 1.908 -0.222
C 2.079 1.887 0.590 -0.217
C 3.898 1.391 1.806 -0.065
C 0.066 0.290 -0.374 -0.097
C 0.173 1.621 -0.796 -0.093
C 0.931 -0.244 0.564 -0.023
C 1.134 2.464 -0.249 -0.023
N 3.240 2.398 1.128 0.065
H -0.685 -0.354 -0.803 0.065
H -0.512 1.974 -1.551 0.097
H 0.808 -1.268 0.894 0.107
H 0.989 3.525 -0.426 0.107
H 2.938 -1.193 3.499 0.076
H 4.418 -1.224 2.561 0.074
H 4.901 1.565 2.158 0.120
H 3.757 3.137 0.683 0.148
H 2.986 -1.821 1.807 0.071
C -3.287 -0.842 -1.856 -0.313
C -4.389 -0.468 -0.881 -0.113
C -3.047 -2.363 -1.996 -0.121
H -3.361 -0.469 -2.882 0.101
H -2.332 -0.411 -1.567 0.047
H -4.800 -1.370 -0.410 0.066
H -3.820 -2.836 -2.603 0.068
H -2.053 -2.512 -2.403 0.063
H -3.117 -2.833 -1.011 0.066
H -4.049 0.124 -0.035 0.066
H -5.253 0.025 -1.329 0.066

=====

Preferred: iv; penalty for the next structure: 0.0531 hartree.

=====

i.
30
Properties=species:S:1:pos:R:3:lowdin_charge:R:1 method="wB97M-V/def2-TZVPD" smiles=Cc1c[nH]c2ccccc12.CCC gap_ev=9.0
C 2.153 -2.523 0.090 -0.047
C -1.051 -0.809 0.808 -0.224
C -0.149 -1.452 -0.078 -0.155
C 1.066 -1.717 0.711 -0.236
C 0.891 -1.137 1.910 -0.079
C -2.321 -0.510 0.390 -0.031
C -2.597 -0.780 -0.956 -0.102
C -0.499 -1.884 -1.341 -0.028
C -1.779 -1.528 -1.797 -0.088
N -0.311 -0.390 1.977 0.062
H -0.893 -0.597 2.786 0.139
H -3.141 -0.064 0.948 0.112
H 1.605 -1.171 2.723 0.119
H -3.476 -0.371 -1.441 0.098
H 0.153 -2.317 -2.096 0.112
H 1.895 -3.578 0.094 0.083
H 3.032 -2.447 0.756 0.082
H -2.185 -1.733 -2.772 0.095
H 2.420 -2.147 -0.891 0.078
C 0.422 1.992 0.194 -0.315
C 0.987 1.883 -1.190 -0.124
C 0.010 3.419 0.693 -0.096
H -0.574 1.566 0.155 0.070
H 1.097 1.474 0.852 0.084
H 0.706 2.705 -1.875 0.075
H 0.762 4.113 0.298 0.063
H 0.651 0.968 -1.703 0.061
H 2.087 1.837 -1.241 0.072
H -0.935 3.682 0.229 0.064
H -0.024 3.517 1.766 0.057

=====

ii.
30
Properties=species:S:1:pos:R:3:lowdin_charge:R:1 method="wB97M-V/def2-TZVPD" smiles=CCc1c[nH]c2ccccc12.CC gap_ev=8.7
C -1.434 1.828 1.554 -0.154
C -2.590 2.446 0.749 -0.159
H -0.506 2.293 1.226 0.060
H -1.531 2.006 2.622 0.065
H -1.357 0.771 1.318 0.039
H -2.266 3.412 0.341 0.059
H -2.884 1.868 -0.119 0.057
H -3.436 2.708 1.385 0.056
C 1.595 -0.072 1.565 -0.204
C 2.834 -0.962 1.800 -0.090
C 0.613 -0.753 0.661 -0.231
C -0.345 -1.673 0.969 -0.068
C 0.487 -0.535 -0.756 -0.141
C -0.549 -1.353 -1.248 -0.211
C 1.202 0.298 -1.640 -0.018
C -0.881 -1.419 -2.600 -0.025
C 0.824 0.280 -2.963 -0.105
C -0.226 -0.532 -3.434 -0.100
N -1.009 -2.073 -0.166 0.076
H 1.072 0.027 2.527 0.107
H 1.834 0.944 1.267 0.100
H 2.724 -1.623 2.656 0.067
H -0.685 -2.005 1.940 0.128
H -1.725 -2.775 -0.203 0.148
H 2.044 0.829 -1.206 0.110
H -1.559 -2.188 -2.953 0.107
H 1.406 0.781 -3.729 0.096
H -0.374 -0.560 -4.504 0.095
H 3.737 -0.386 2.018 0.066
H 2.986 -1.579 0.922 0.070

=====

iii.
30
Properties=species:S:1:pos:R:3:lowdin_charge:R:1 method="wB97M-V/def2-TZVPD" smiles=Cc1c[nH]c2ccccc12.CCC gap_ev=8.8
C 1.749 -1.262 -2.074 -0.058
C 0.660 0.594 -0.808 -0.143
C 1.853 -0.119 -1.170 -0.258
C 1.223 1.660 -0.029 -0.243
C 2.947 0.426 -0.553 -0.030
C -0.654 0.419 -1.132 -0.072
C -1.518 1.408 -0.795 -0.106
C -1.065 2.464 0.031 -0.103
C 0.270 2.684 0.500 0.032
N 2.508 1.563 0.182 0.051
H -0.928 -0.353 -1.776 0.095
H -2.626 1.350 -1.155 0.136
H -1.668 3.258 0.288 0.058
H 1.082 -1.154 -2.915 0.076
H 1.402 -2.096 -1.522 0.066
H 4.000 0.248 -0.602 0.106
H 3.214 2.111 0.789 0.204
H 0.556 3.459 1.218 0.094
H 2.760 -1.561 -2.460 0.097
C -1.866 -2.222 1.410 -0.326
C -3.363 -2.149 1.042 -0.110
C -1.473 -3.206 2.486 -0.159
H -1.501 -1.236 1.862 0.117
H -1.342 -2.289 0.421 0.102
H -3.627 -2.504 0.061 0.063
H -3.945 -2.643 1.715 0.025
H -0.414 -3.113 2.381 0.043
H -3.624 -1.103 1.140 0.063
H -1.651 -4.321 2.264 0.087
H -1.818 -3.179 3.577 0.095

=====

Preferred: ii; penalty for the next structure: 0.0264 hartree.